No. 1
Formula: C13H33CrN7O24S
Source: OMol25
Level of theory: ωB97M-V with the def2-TZVPD basis set

Summary:
LUMO level (spin up / spin down), eV: -3.05 / -3.03
⟨S²⟩: 6.047

```
! RIJCOSX wB97M-V def2-TZVPD def2/J DEFGRID3
* xyz 0 5
H 5.05945 -1.13747 1.20479
C -4.04684 6.36609 -0.77931
C 3.44622 -2.47928 -4.72953
O 1.95495 2.36271 5.81716
O 3.52734 2.18630 4.30793
H -3.12538 2.63530 -3.78571
H -1.74029 2.32093 -2.65308
H -1.36095 -2.94651 3.18542
H 3.99843 -2.07427 -3.88152
N -2.12163 3.85245 2.58848
H -2.92327 0.26674 -1.58952
H -1.80137 -0.99174 -3.82020
N 4.97910 -1.26557 3.20356
O 0.27879 1.10503 -1.17910
O -2.93028 5.82370 -1.41092
H 3.61383 -3.50301 -5.06418
O 2.02786 0.11269 -0.48940
H 1.69827 -2.98600 -1.48053
H -0.77058 -0.61618 -2.42673
C -1.18365 3.80642 1.42844
S 0.61488 0.16830 -0.07344
H -1.67583 3.24710 0.63281
O -3.71001 3.64241 -1.23934
H -4.89647 6.26784 -1.45500
O 1.81467 -2.80231 3.17044
H 4.41807 0.40358 2.05488
C -1.90588 -3.49692 0.46391
H 1.65976 -4.29650 -0.13841
O 2.02739 -2.41620 -4.68707
C 4.41993 -0.68237 1.96109
H -0.18061 -1.63091 2.68398
C -0.39400 -2.46985 3.34636
H -2.74167 -0.92648 -0.24440
H -4.24465 5.77167 0.11268
O 0.38236 0.68791 1.24889
H -3.88087 7.37532 -0.40247
O -2.90365 4.80984 2.60653
H -0.36612 -2.00157 4.33026
H 1.17387 0.18836 4.59058
N 2.45605 1.86821 4.79397
O 4.98117 -0.47981 4.18123
O -4.98371 0.37584 0.82504
N 3.54715 -3.73719 -0.90666
N -1.73246 -3.52906 -0.97880
O 3.81915 -3.98879 -2.04974
C -2.18515 3.00454 -3.37618
H -1.77408 -4.53319 0.77517
C 1.44232 -1.48555 -3.91946
O 5.51803 -2.33737 3.14901
H 2.32381 -2.62948 0.18232
O 0.45281 -4.48497 2.99566
Cr 2.09551 1.31098 -2.10670
O 2.02398 -0.69801 -3.16527
O 4.40826 -3.74425 -0.04115
H -0.94756 4.79071 1.02404
H -0.25375 3.35470 1.77389
H -1.49257 2.96856 -4.21711
O -5.47475 -0.44321 -1.05906
O 0.13285 -1.65663 -3.99193
O -2.30617 4.35429 -2.81677
H 3.76834 -1.88352 -5.58358
H 0.77807 1.56857 3.53488
C -0.79900 -0.69276 -3.51367
H -1.13227 -2.87860 0.91922
C -3.20438 0.00540 -0.56934
N 0.72868 -3.37112 3.22806
C 2.11157 -3.39870 -0.56022
H -2.77696 0.77286 0.07597
C -3.06644 4.56995 -1.79840
O -2.59571 -2.82842 -1.60496
H -2.88156 -3.13879 0.79237
N -4.65851 -0.06189 -0.26336
H -0.59114 0.27850 -3.96262
C 1.58804 0.98751 3.97582
O -2.06529 3.03226 3.51287
O -0.08053 -1.11581 -0.17884
O -0.93490 -4.24084 -1.59555
H 2.17443 0.48740 3.20502
H 3.39526 -1.05001 1.90643
*
```

---

No. 2
Formula: C3H3O3Pr
Source: OMol25
Level of theory: ωB97M-V with the def2-TZVPD basis set

Summary:
LUMO level (spin up / spin down), eV: -22.69 / -17.13
⟨S²⟩: 2.490

```
! RIJCOSX wB97M-V def2-TZVPD def2/J DEFGRID3
* xyz 4 3
H 1.72458 -2.03883 -2.05198
O 0.79982 1.55330 0.20257
C 2.69381 -0.46562 -1.71921
Pr -3.14159 -0.98852 0.94739
C 0.05495 0.66429 0.17888
H 3.87725 0.80558 -0.59892
H 3.04100 1.51750 -2.16963
O 2.59230 -1.59086 -2.17653
C 3.20583 0.70147 -1.45775
O -0.91504 0.03606 0.39082
*
```

---

No. 3
Formula: C6H9NO
Source: OMol25
Level of theory: ωB97M-V with the def2-TZVPD basis set

Summary:
LUMO level, eV: 0.75
ΔE to the lowest compared entry with this formula, charge and spin, kcal/mol: 66.8

```
! RIJCOSX wB97M-V def2-TZVPD def2/J DEFGRID3
* xyz 0 1
C -0.76230 0.73835 0.53933
H 1.17123 0.69252 -1.99762
C -0.46466 -0.49613 -0.97980
H -1.73443 -1.16741 0.64933
C 0.86158 0.31009 -1.03819
C 0.63344 1.24314 0.13162
H -0.18971 -1.69817 2.13478
H -2.37415 0.30196 -0.76439
H 1.85382 -0.50254 0.84155
C 1.81449 0.29383 0.13839
C -0.71245 -0.81375 0.48416
N -1.42171 0.65759 -0.84599
H -1.25983 1.32123 1.33142
H 2.78498 0.76290 -0.03586
H 0.78033 2.31369 0.01906
H -0.63848 -1.25671 -1.75703
O 0.16720 -1.62797 1.23095
*
```

---

No. 4
Formula: H4N4O2
Source: OMol25
Level of theory: ωB97M-V with the def2-TZVPD basis set

Summary:
LUMO level (spin up / spin down), eV: 0.58 / 0.58
ΔE to the lowest compared entry with this formula, charge and spin, kcal/mol: 29.2
SMILES: NN/N=[N+](\[O-])O

```
! RIJCOSX wB97M-V def2-TZVPD def2/J DEFGRID3
* xyz 0 1
N 0.73479 -0.52880 0.01822
O -1.74200 -1.05277 -0.10554
H 0.23195 -1.41193 -0.08130
N -0.12404 0.50846 0.02007
O -2.35078 1.09970 -0.02468
H 2.26859 0.59770 -0.08601
N 2.11052 -0.36778 0.07291
N -1.33314 0.10305 0.07266
H -2.36805 1.70228 -0.83896
H 2.57216 -0.64994 0.95266
*
```

---

No. 5
Formula: C8H15ClNO3P
Source: OMol25
Level of theory: ωB97M-V with the def2-TZVPD basis set

Summary:
LUMO level, eV: 0.53
ΔE to the lowest compared entry with this formula, charge and spin, kcal/mol: 21.9

```
! RIJCOSX wB97M-V def2-TZVPD def2/J DEFGRID3
* xyz 0 1
H -3.45811 -1.97694 2.05074
H -2.84827 -3.19842 0.78429
H -3.41518 0.58154 -0.07788
C 0.87480 -1.42692 0.57003
O 0.03622 -2.06404 -0.14074
O 4.43237 -1.97629 0.71625
H 1.11001 2.26663 -2.66099
H -0.71082 -0.29842 -0.80183
H -4.28472 -0.68627 0.50190
H 2.71925 1.78600 -2.15688
O 0.51303 1.19512 -0.36139
Cl 3.17868 -0.76954 -1.41856
C -1.08100 -1.25383 -0.54652
C 1.86846 2.44498 -1.85801
H 1.60346 2.39983 1.62990
H -1.68427 -2.47881 1.93524
C -3.49768 -0.48142 -0.19623
C 2.17717 2.62772 0.63721
H 2.92212 1.82374 0.46351
H -1.55231 -1.84080 -1.30478
H -1.89633 -0.22050 1.12902
N 1.71582 -1.05194 1.23433
C -2.58653 -2.27141 1.38542
C 1.36082 2.05768 -0.47945
P 3.80695 -0.67102 0.53535
H 2.18958 3.54126 -1.71473
H 2.56911 3.67885 0.77030
H -3.87750 -0.67075 -1.11018
C -2.18517 -1.06607 0.48468
*
```

---

no.,energy (Eh),largest force on an atom (eV/Å)
1,-4146.10968,4.941
2,-856.78919,5.211
3,-363.91780,1.189
4,-371.69009,2.316
5,-1395.79178,4.548